[1]
Formula: C2H3N3O
Source: the Open Molecules 2025 dataset
Level of theory: ωB97M-V/def2-TZVPD

Atoms and positions in Å:
O  1.290  0.135  1.490
C  0.292  -0.094  0.591
N  -0.228  0.955  -0.181
C  -0.680  0.325  -1.213
N  -0.463  -1.058  -1.205
N  0.253  -1.319  -0.185
H  1.263  1.074  1.721
H  -0.567  -0.706  1.047
H  -1.229  0.784  -2.026

Properties
- Charge: 0
- E_tot: -8637.8252 eV
- LUMO energy: -0.35 eV
- Strongest force on any atom: 1.41 eV/A
- Relative energy (zero: lowest compared OMol25 entry of this formula, charge and spin): 61.6 kcal/mol
- E_HOMO: -10.4 eV

natural (NBO) population analysis, charges in e, atoms 1 to 6:
1 O -0.6630
2 C 0.2859
3 N -0.4240
4 C 0.1825
5 N -0.2306
6 N -0.0994


[2]
Formula: C2H3N3O
Source: the Open Molecules 2025 dataset
Level of theory: ωB97M-V/def2-TZVPD

Atoms and positions in Å:
O  -1.903  -0.945  -0.888
C  -0.733  -1.206  -0.340
N  0.397  -0.797  -0.541
N  1.526  -0.321  -0.282
C  0.151  1.415  1.479
N  -0.996  1.434  1.352
H  -1.867  -0.139  -1.429
H  2.210  -0.785  -0.887
H  1.216  1.343  1.536

Properties
- Charge: 0
- E_tot: -8636.0794 eV
- LUMO energy: -0.05 eV
- Strongest force on any atom: 1.04 eV/A
- Relative energy (zero: lowest compared OMol25 entry of this formula, charge and spin): 101.8 kcal/mol
- E_HOMO: -9.2 eV

natural (NBO) population analysis, charges in e, atoms 1 to 6:
1 O -0.6392
2 C 0.4302
3 N -0.1215
4 N -0.4774
5 C 0.0895
6 N -0.3539


[3]
Formula: C2H3N3O
Source: the Open Molecules 2025 dataset
Level of theory: ωB97M-V/def2-TZVPD

Atoms and positions in Å:
O  1.622  -1.104  -0.018
C  0.815  1.028  -0.521
N  -0.278  1.609  -0.046
N  -1.158  0.604  0.292
C  -0.676  -0.595  0.043
N  0.549  -0.345  -0.440
H  2.350  -0.488  -0.238
H  -2.001  0.817  0.804
H  -1.223  -1.526  0.125

Properties
- Charge: 0
- E_tot: -8635.7807 eV
- LUMO energy: 0.48 eV
- Strongest force on any atom: 1.37 eV/A
- Relative energy (zero: lowest compared OMol25 entry of this formula, charge and spin): 108.7 kcal/mol
- E_HOMO: -8.9 eV

natural (NBO) population analysis, charges in e, atoms 1 to 6:
1 O -0.5214
2 C 0.0027
3 N -0.3587
4 N -0.3292
5 C 0.1825
6 N -0.1228


[4]
Formula: C2H3N3O
Source: the Open Molecules 2025 dataset
Level of theory: ωB97M-V/def2-TZVPD

Atoms and positions in Å:
N  1.562  -0.211  0.014
C  0.206  -0.016  0.003
C  -0.752  0.943  0.065
O  -1.935  0.321  -0.179
N  -1.690  -1.000  -0.374
N  -0.456  -1.198  -0.259
H  1.678  -1.215  0.019
H  2.230  0.369  0.486
H  -0.843  2.006  0.225

Properties
- Charge: 0
- E_tot: -8638.1925 eV
- LUMO energy: 0.90 eV
- Strongest force on any atom: 0.85 eV/A
- Relative energy (zero: lowest compared OMol25 entry of this formula, charge and spin): 53.1 kcal/mol
- E_HOMO: -8.9 eV

natural (NBO) population analysis, charges in e, atoms 1 to 6:
1 N -0.8127
2 C 0.2026
3 C -0.0134
4 O -0.2688
5 N 0.1169
6 N -0.2512


[5]
Formula: C2H3N3O
Source: the Open Molecules 2025 dataset
Level of theory: ωB97M-V/def2-TZVPD

Atoms and positions in Å:
O  -1.157  1.860  -0.631
C  -0.451  0.744  -0.691
C  0.171  -0.172  -1.231
N  0.713  -1.433  0.544
N  0.278  -0.605  1.375
N  -0.347  0.371  1.362
H  -1.329  2.056  0.302
H  0.633  -0.850  -1.912
H  1.500  -1.976  0.891

Properties
- Charge: 0
- E_tot: -8634.9590 eV
- LUMO energy: 0.11 eV
- Strongest force on any atom: 1.03 eV/A
- Relative energy (zero: lowest compared OMol25 entry of this formula, charge and spin): 127.7 kcal/mol
- E_HOMO: -9.6 eV

natural (NBO) population analysis, charges in e, atoms 1 to 6:
1 O -0.6516
2 C 0.2543
3 C -0.3071
4 N -0.4792
5 N 0.1745
6 N -0.1155


[6]
Formula: C2H3N3O
Source: the Open Molecules 2025 dataset
Level of theory: ωB97M-V/def2-TZVPD

Atoms and positions in Å:
O  1.390  1.171  -0.808
C  0.452  0.419  -0.243
N  -0.619  0.812  0.417
C  -1.250  -0.365  0.677
N  -0.652  -1.456  0.240
N  0.359  -0.895  -0.374
H  1.172  2.098  -0.609
H  -2.183  -0.426  1.213
H  1.331  -1.357  -0.513

Properties
- Charge: 0
- E_tot: -8639.7042 eV
- LUMO energy: 0.61 eV
- Strongest force on any atom: 7.76 eV/A
- Relative energy (zero: lowest compared OMol25 entry of this formula, charge and spin): 18.2 kcal/mol
- E_HOMO: -9.5 eV

natural (NBO) population analysis, charges in e, atoms 1 to 6:
1 O -0.6505
2 C 0.6032
3 N -0.5510
4 C 0.1424
5 N -0.2844
6 N -0.3724


[7]
Formula: C2H3N3O2
Source: the Open Molecules 2025 dataset
Level of theory: ωB97M-V/def2-TZVPD

Atoms and positions in Å:
N  -1.826  0.182  -0.029
C  -0.477  -0.194  0.029
N  -0.012  -1.378  0.233
O  1.383  -1.235  0.223
C  1.734  0.069  0.002
O  2.855  0.491  -0.051
N  0.526  0.725  -0.133
H  -2.280  -0.252  -0.826
H  -2.315  -0.124  0.805
H  0.412  1.717  -0.253

Properties
- Charge: 0
- E_tot: -10687.3146 eV
- LUMO energy: 0.53 eV
- Strongest force on any atom: 0.50 eV/A
- Relative energy (zero: lowest compared OMol25 entry of this formula, charge and spin): 26.3 kcal/mol
- E_HOMO: -9.9 eV

natural (NBO) population analysis, charges in e, atoms 1 to 6:
1 N -0.8459
2 C 0.4789
3 N -0.1618
4 O -0.3345
5 C 0.8469
6 O -0.5849


[8]
Formula: C2H3N3O2
Source: the Open Molecules 2025 dataset
Level of theory: ωB97M-V/def2-TZVPD

Atoms and positions in Å:
N  -1.568  -0.495  -0.283
C  -0.827  -1.008  0.697
N  -0.835  -1.721  1.748
O  0.448  -0.913  0.950
C  1.978  1.039  -0.819
O  2.997  0.709  -1.276
N  0.876  1.430  -0.449
H  -1.156  0.226  -0.860
H  -2.571  -0.582  -0.241
H  0.656  1.316  0.534

Properties
- Charge: 0
- E_tot: -10684.9576 eV
- LUMO energy: 0.30 eV
- Strongest force on any atom: 0.80 eV/A
- Relative energy (zero: lowest compared OMol25 entry of this formula, charge and spin): 80.7 kcal/mol
- E_HOMO: -9.6 eV

natural (NBO) population analysis, charges in e, atoms 1 to 6:
1 N -0.8138
2 C 0.6039
3 N -0.1859
4 O -0.4564
5 C 0.8881
6 O -0.4805


[9]
Formula: C2H3N3O2
Source: the Open Molecules 2025 dataset
Level of theory: ωB97M-V/def2-TZVPD

Atoms and positions in Å:
H  0.558  2.270  -0.194
N  0.238  1.357  0.107
N  1.110  0.419  0.045
O  2.322  0.624  -0.092
C  0.594  -0.846  0.098
C  -0.781  -0.946  0.059
N  -1.506  0.097  -0.221
O  -2.548  0.613  0.052
H  1.277  -1.672  0.105
H  -1.265  -1.915  0.042

Properties
- Charge: 0
- E_tot: -10680.9941 eV
- LUMO energy (alpha / beta): -1.10 / -1.09 eV
- Strongest force on any atom: 3.12 eV/A
- Relative energy (zero: lowest compared OMol25 entry of this formula, charge and spin): 172.1 kcal/mol
- E_HOMO (alpha / beta): -8.7 / -8.7 eV

natural (NBO) population analysis, charges in e, atoms 1 to 6:
1 H 0.3736
2 N -0.4621
3 N 0.3084
4 O -0.4725
5 C -0.1606
6 C -0.0599


[10]
Formula: C2H3N3O2
Source: the Open Molecules 2025 dataset
Level of theory: ωB97M-V/def2-TZVPD

Atoms and positions in Å:
C  -0.953  -1.612  0.318
C  -1.172  -0.277  0.643
N  -0.735  -2.708  0.054
N  0.885  0.518  -0.415
N  -2.135  0.516  -0.062
O  -2.549  0.089  -1.117
O  -2.466  1.548  0.469
H  -0.825  0.125  1.583
H  1.349  -0.388  -0.439
H  0.487  0.683  -1.340

Properties
- Charge: 0
- E_tot: -10681.0435 eV
- LUMO energy (alpha / beta): -1.69 / -2.85 eV
- Strongest force on any atom: 1.66 eV/A
- Relative energy (zero: lowest compared OMol25 entry of this formula, charge and spin): 171.0 kcal/mol
- E_HOMO (alpha / beta): -10.7 / -11.8 eV

natural (NBO) population analysis, charges in e, atoms 1 to 6:
1 C 0.1723
2 C -0.0355
3 N -0.2076
4 N -0.6174
5 N 0.4792
6 O -0.3590


[11]
Formula: C2H3N3O2S
Source: the Open Molecules 2025 dataset
Level of theory: ωB97M-V/def2-TZVPD

Atoms and positions in Å:
C  0.792  -0.531  0.508
C  -0.511  0.619  -1.192
H  -1.005  -0.905  1.906
H  -1.312  1.296  1.549
H  1.853  -1.297  -1.111
N  -1.399  0.170  0.955
N  -0.394  0.148  0.046
N  1.609  -0.395  -0.647
O  0.960  -1.127  1.517
O  0.737  0.183  -1.700
S  -1.330  1.837  -1.832

Properties
- Charge: 0
- E_tot: -21517.5311 eV
- LUMO energy: -0.16 eV
- Strongest force on any atom: 5.70 eV/A
- Relative energy (zero: lowest compared OMol25 entry of this formula, charge and spin): 114.9 kcal/mol
- E_HOMO: -9.4 eV

natural (NBO) population analysis, charges in e, atoms 1 to 6:
1 C 0.7603
2 C 0.3168
3 H 0.4026
4 H 0.3549
5 H 0.4020
6 N -0.6259


[12]
Formula: C2H3N3OS
Source: the Open Molecules 2025 dataset
Level of theory: ωB97M-V/def2-TZVPD

Atoms and positions in Å:
C  -0.125  1.325  -0.774
C  -0.728  0.978  1.438
N  -0.521  1.712  0.319
N  -0.292  -1.039  -0.444
N  0.808  -1.758  -0.732
O  -1.016  1.354  2.529
S  -0.682  -0.856  1.127
H  -0.073  1.841  -1.702
H  1.560  -1.837  -0.056
H  1.069  -1.720  -1.704

Properties
- Charge: 0
- E_tot: -19471.0499 eV
- LUMO energy (alpha / beta): -0.50 / -0.33 eV
- Strongest force on any atom: 2.28 eV/A
- Relative energy (zero: lowest compared OMol25 entry of this formula, charge and spin): 93.1 kcal/mol
- E_HOMO (alpha / beta): -7.9 / -8.1 eV

natural (NBO) population analysis, charges in e, atoms 1 to 6:
1 C 0.2355
2 C 0.5299
3 N -0.5050
4 N -0.4409
5 N -0.5928
6 O -0.5031


[13]
Formula: C2H3N3OS
Source: the Open Molecules 2025 dataset
Level of theory: ωB97M-V/def2-TZVPD

Atoms and positions in Å:
N  -0.674  1.812  -0.540
C  -0.475  0.595  -0.113
N  -1.015  -0.402  0.350
C  -0.112  -1.426  0.620
S  -0.439  -2.856  1.242
N  1.096  -1.050  0.107
O  1.080  0.229  -0.413
H  -1.542  2.456  -0.585
H  0.087  2.137  -1.028
H  1.993  -1.493  0.361

Properties
- Charge: 0
- E_tot: -19473.1703 eV
- LUMO energy: 0.36 eV
- Strongest force on any atom: 4.67 eV/A
- Relative energy (zero: lowest compared OMol25 entry of this formula, charge and spin): 44.2 kcal/mol
- E_HOMO: -8.3 eV

natural (NBO) population analysis, charges in e, atoms 1 to 6:
1 N -0.8052
2 C 0.7272
3 N -0.5260
4 C 0.1586
5 S -0.1243
6 N -0.3099


[14]
Formula: C2H3N3S
Source: the Open Molecules 2025 dataset
Level of theory: ωB97M-V/def2-TZVPD

Atoms and positions in Å:
S  2.245  -0.151  -0.124
C  0.590  -0.198  -0.145
C  -0.172  0.925  -0.067
N  -1.425  0.310  -0.198
N  -1.403  -1.045  -0.093
N  -0.196  -1.347  -0.057
H  2.472  -1.460  0.277
H  0.005  1.978  0.188
H  -2.116  0.989  0.218

Properties
- Charge: 0
- E_tot: -17425.9716 eV
- LUMO energy: 0.77 eV
- Strongest force on any atom: 4.73 eV/A
- Relative energy (zero: lowest compared OMol25 entry of this formula, charge and spin): 42.1 kcal/mol
- E_HOMO: -8.6 eV

natural (NBO) population analysis, charges in e, atoms 1 to 6:
1 S 0.0722
2 C -0.1583
3 C -0.1163
4 N -0.3783
5 N -0.0037
6 N -0.2248


[15]
Formula: C2H3N3S2
Source: the Open Molecules 2025 dataset
Level of theory: ωB97M-V/def2-TZVPD

Atoms and positions in Å:
S  1.734  1.981  -0.066
C  0.472  0.974  -0.226
N  -0.904  1.361  0.059
C  -1.541  0.292  0.069
N  -0.749  -0.885  0.011
N  0.462  -0.425  -0.300
S  1.986  -1.152  -0.030
H  -2.657  0.322  0.016
H  -0.903  -1.702  -0.743
H  2.100  -0.767  1.208

Properties
- Charge: 0
- E_tot: -28260.9144 eV
- LUMO energy: 0.22 eV
- Strongest force on any atom: 5.00 eV/A
- Relative energy (zero: lowest compared OMol25 entry of this formula, charge and spin): 42.8 kcal/mol
- E_HOMO: -8.4 eV

natural (NBO) population analysis, charges in e, atoms 1 to 6:
1 S -0.0881
2 C 0.1376
3 N -0.4399
4 C 0.2395
5 N -0.4232
6 N -0.4145


[16]
Formula: C2H3N4O
Source: the Open Molecules 2025 dataset
Level of theory: ωB97M-V/def2-TZVPD

Atoms and positions in Å:
C  2.530  -0.570  -0.419
C  -1.435  -0.695  -0.456
N  3.024  -1.219  0.618
N  3.249  0.523  -0.810
N  3.962  -0.381  0.909
N  4.139  0.666  0.195
O  -0.450  -0.007  -0.282
H  2.915  1.381  -1.363
H  -1.868  -1.440  0.218
H  -2.186  -0.554  -1.256

Properties
- Charge: +1
- E_tot: -10113.9118 eV
- LUMO energy (alpha / beta): -8.45 / -10.60 eV
- Strongest force on any atom: 3.55 eV/A
- Relative energy (zero: lowest compared OMol25 entry of this formula, charge and spin): 203.7 kcal/mol
- E_HOMO (alpha / beta): -16.2 / -14.5 eV

natural (NBO) population analysis, charges in e, atoms 1 to 6:
1 C 0.6448
2 C 0.3140
3 N -0.2504
4 N -0.4224
5 N 0.0992
6 N 0.0430


[17]
Formula: C2H3N4S
Source: the Open Molecules 2025 dataset
Level of theory: ωB97M-V/def2-TZVPD

Atoms and positions in Å:
C  1.802  -0.239  0.024
C  -0.419  -0.175  -0.046
N  1.740  1.073  -0.027
N  0.728  1.740  -0.001
N  -0.441  1.124  0.081
N  -1.337  -1.029  0.003
S  2.816  -1.405  0.080
H  -1.241  1.766  0.149
H  -1.236  -1.913  -0.322
H  -2.413  -0.941  0.059

Properties
- Charge: +1
- E_tot: -18906.5213 eV
- LUMO energy: -6.64 eV
- Strongest force on any atom: 5.45 eV/A
- Relative energy (zero: lowest compared OMol25 entry of this formula, charge and spin): 38.5 kcal/mol
- E_HOMO: -14.3 eV

natural (NBO) population analysis, charges in e, atoms 1 to 6:
1 C 0.0069
2 C 0.3736
3 N -0.2107
4 N 0.1814
5 N -0.4247
6 N -0.6774


[18]
Formula: C2H3N5O
Source: the Open Molecules 2025 dataset
Level of theory: ωB97M-V/def2-TZVPD

Atoms and positions in Å:
C  -1.085  0.370  0.397
C  1.306  -0.569  -0.268
H  -2.996  0.140  0.030
H  -2.374  1.877  1.029
H  0.280  -0.871  -2.129
N  -2.396  0.543  0.885
N  0.065  0.992  0.988
N  1.144  0.396  0.835
N  0.125  -0.421  -1.249
N  -1.029  -0.103  -0.855
O  2.301  -1.225  -0.492

Properties
- Charge: 0
- E_tot: -11615.9722 eV
- LUMO energy: -0.92 eV
- Strongest force on any atom: 7.15 eV/A
- Relative energy (zero: lowest compared OMol25 entry of this formula, charge and spin): 112.0 kcal/mol
- E_HOMO: -8.9 eV

natural (NBO) population analysis, charges in e, atoms 1 to 6:
1 C 0.3629
2 C 0.6784
3 H 0.4047
4 H 0.3761
5 H 0.4057
6 N -0.7850


[19]
Formula: C2H3N5O
Source: the Open Molecules 2025 dataset
Level of theory: ωB97M-V/def2-TZVPD

Atoms and positions in Å:
N  -1.146  -1.031  0.717
C  -0.684  0.268  0.215
N  -1.284  1.461  0.293
N  -0.545  2.177  -0.640
N  0.579  1.648  -1.067
N  0.450  0.445  -0.486
C  1.420  -0.378  -0.456
O  1.280  -1.340  0.380
H  -0.370  -1.561  0.950
H  -2.204  -1.474  1.041
H  2.504  -0.214  -0.946

Properties
- Charge: 0
- E_tot: -11616.4789 eV
- LUMO energy: -0.47 eV
- Strongest force on any atom: 9.65 eV/A
- Relative energy (zero: lowest compared OMol25 entry of this formula, charge and spin): 100.3 kcal/mol
- E_HOMO: -10.1 eV

natural (NBO) population analysis, charges in e, atoms 1 to 6:
1 N -0.8375
2 C 0.5407
3 N -0.2985
4 N -0.0420
5 N -0.0481
6 N -0.3199


[20]
Formula: C2H3N5O
Source: the Open Molecules 2025 dataset
Level of theory: ωB97M-V/def2-TZVPD

Atoms and positions in Å:
H  -1.363  -2.225  -1.190
N  -0.888  -1.354  -0.840
C  -1.618  -0.566  -0.169
N  -1.106  0.569  0.438
C  0.145  0.760  0.378
N  1.208  0.077  -0.120
N  2.357  0.690  0.210
N  2.126  1.741  0.816
O  0.716  1.821  1.024
H  -2.674  -0.755  0.089
H  1.097  -0.760  -0.636

Properties
- Charge: 0
- E_tot: -11618.0514 eV
- LUMO energy: 0.59 eV
- Strongest force on any atom: 1.96 eV/A
- Relative energy (zero: lowest compared OMol25 entry of this formula, charge and spin): 64.1 kcal/mol
- E_HOMO: -9.7 eV

natural (NBO) population analysis, charges in e, atoms 1 to 6:
1 H 0.3635
2 N -0.7609
3 C 0.2887
4 N -0.5792
5 C 0.6793
6 N -0.4396